1.
This record from OMol25 describes a 2-piece molecular cluster, C4H7ClO overall at a distorted geometry. The level of theory is ωB97M-V/def2-TZVPD.

For the gap between HOMO and LUMO, the calculation gives 10.0 eV.

The geometry in XYZ format:
```
13
Properties=species:S:1:pos:R:3:forces:R:3
C 0.87211 1.76369 0.53506 0.554 0.189 0.371
C 0.53793 0.57005 0.11621 -4.194 -0.277 -2.484
C 0.59393 -1.78495 0.21265 -0.268 -0.366 0.186
C -1.34561 0.50879 -0.80120 3.749 -0.055 2.115
O 1.23711 -0.54364 0.00574 0.634 0.330 0.129
Cl -2.45490 -0.14764 0.37763 -0.339 -0.085 0.045
H 1.82620 1.94979 1.00643 0.151 -0.087 0.083
H 0.21187 2.60067 0.42446 -0.252 0.086 -0.065
H 0.12440 -1.83313 1.20305 0.093 0.043 -0.179
H 1.37806 -2.53901 0.13511 -0.141 0.081 0.012
H -0.16786 -1.96557 -0.55169 0.073 0.061 0.067
H -1.26083 -0.12678 -1.66693 -0.033 -0.028 -0.173
H -1.55241 1.54774 -0.99652 -0.027 0.110 -0.106
```
Forces are in eV/Å.

These are the Mulliken partial charges, in e, on atoms 1 to 6: C -0.836; C 0.567; C -0.646; C -0.650; O -0.345; Cl -0.154

---

2.
This record from OMol25 describes C52H44MnNO2SbSe as an isolated structure. The level of theory is ωB97M-V/def2-TZVPD.

For the gap between HOMO and LUMO (spin up / spin down), the calculation gives 4.5 / 4.5 eV. The spin multiplicity is 4. Its charge is -2.

The geometry in XYZ format:
```
102
Properties=species:S:1:pos:R:3:forces:R:3
Mn 0.42693 1.22857 0.37491 0.100 0.000 -0.237
C -1.47687 0.36589 4.09627 0.079 -0.068 -0.040
C -0.68523 -0.66405 4.58172 -0.074 0.028 0.036
C 0.37040 -1.14600 3.82608 -0.026 0.119 -0.121
C 0.62357 -0.57526 2.58394 -0.137 0.097 -0.121
N -0.17843 0.40663 2.10568 0.145 -0.053 0.077
C -1.19668 0.87076 2.83626 0.111 -0.166 0.099
C 1.73266 -0.93307 1.67983 -0.084 0.091 0.012
C 2.67007 -1.91886 1.98457 -0.017 0.016 -0.092
C 3.69757 -2.18005 1.09399 0.023 -0.020 0.016
C 3.78352 -1.44766 -0.08626 0.047 -0.026 -0.043
C 2.85069 -0.46142 -0.37567 -0.130 -0.051 0.114
C 1.79065 -0.17635 0.49268 0.180 -0.078 0.117
H -2.29134 0.79267 4.66387 0.055 -0.059 0.026
H -0.88396 -1.08879 5.55927 -0.012 0.014 0.008
H 1.00379 -1.93941 4.19597 0.000 -0.006 0.015
H -1.78343 1.67394 2.39545 0.003 -0.027 -0.041
H 2.60852 -2.48462 2.90700 -0.010 -0.012 0.016
H 4.42912 -2.94724 1.31747 0.010 -0.011 -0.010
H 4.58456 -1.65544 -0.78851 0.006 -0.004 -0.001
H 2.93578 0.08540 -1.30777 0.012 0.044 -0.033
C 4.77107 -5.74966 -5.21545 0.020 -0.067 -0.004
C 4.75640 -4.43204 -5.64746 0.034 0.025 -0.034
C 3.86873 -3.52681 -5.08457 -0.019 0.035 -0.037
C 2.97055 -3.90366 -4.08215 0.017 0.029 0.030
C 3.01259 -5.23236 -3.65385 -0.011 -0.010 0.098
C 3.89617 -6.14454 -4.21235 0.012 -0.030 -0.003
Sb 1.72056 -2.33848 -3.25539 0.017 -0.044 -0.133
C 0.21262 -3.64548 -2.49376 -0.055 0.043 -0.043
C -0.21208 -4.80085 -3.15084 0.062 -0.050 -0.067
C -1.26228 -5.55815 -2.65593 -0.040 -0.025 0.022
C -1.91576 -5.16293 -1.49542 -0.007 -0.062 -0.052
C -1.52085 -4.00405 -0.84654 -0.052 0.008 0.115
C -0.46859 -3.24749 -1.34320 0.007 0.008 -0.025
C -0.37386 0.45592 -2.28078 0.074 0.012 -0.128
C -1.12038 -0.25455 -3.26210 -0.024 0.033 0.062
C -0.78269 -0.22968 -4.60212 -0.020 -0.001 -0.083
C 0.32397 0.48129 -5.06087 0.031 0.022 -0.002
C 1.09682 1.16245 -4.11963 0.031 -0.033 -0.019
C 0.76722 1.14291 -2.78158 0.021 -0.088 0.156
H 5.46065 -6.46207 -5.65233 0.005 -0.002 0.000
H 5.43766 -4.10512 -6.42473 0.003 -0.012 -0.004
H 3.87440 -2.50118 -5.44068 -0.018 0.020 0.006
H 2.35257 -5.56259 -2.86060 -0.022 0.015 -0.001
H 3.90400 -7.16830 -3.85568 0.012 -0.007 -0.009
H 0.27691 -5.11419 -4.06668 0.006 0.008 0.000
H -1.57916 -6.45129 -3.18287 -0.002 -0.002 -0.002
H -2.74316 -5.74740 -1.11133 -0.006 -0.001 0.013
H -2.04666 -3.67037 0.03981 0.016 -0.005 -0.051
H -0.19655 -2.32230 -0.84614 0.046 0.063 0.051
H -1.98190 -0.82841 -2.94343 -0.021 -0.011 -0.003
H -1.38929 -0.79072 -5.30654 -0.009 -0.005 -0.001
H 0.58039 0.49843 -6.11293 0.000 -0.003 -0.010
H 1.97485 1.71944 -4.42910 -0.019 0.003 -0.018
H 1.38527 1.68861 -2.07861 -0.020 0.071 -0.067
C -3.12872 2.49294 7.98766 0.016 -0.024 0.082
C -3.08590 2.83168 6.52226 -0.022 -0.016 -0.052
C -2.15024 3.71955 6.00818 0.002 -0.047 0.075
C -2.10605 4.05089 4.65974 0.121 0.100 -0.077
C -1.05254 5.00543 4.17777 0.004 0.013 0.024
C -3.02988 3.49458 3.75056 -0.099 -0.050 -0.054
Se -2.95774 3.93709 1.89804 -0.065 0.142 0.012
C -3.96793 2.57465 4.26853 -0.170 0.053 -0.137
C -4.97252 1.88641 3.38120 -0.040 -0.041 0.013
C -3.98335 2.26902 5.62396 -0.027 0.066 0.141
H -2.25724 2.89595 8.50688 0.008 0.004 -0.006
H -3.14057 1.41211 8.15176 -0.007 -0.008 -0.005
H -4.01868 2.90139 8.47588 -0.015 0.010 -0.009
H -1.42020 4.16705 6.67778 0.012 -0.001 0.014
H -0.39996 5.31032 4.99931 0.014 0.005 0.002
H -1.50964 5.88875 3.72668 -0.016 0.000 -0.002
H -0.45447 4.55666 3.38279 0.019 -0.021 0.002
H -4.71113 2.01069 2.33315 0.030 -0.034 -0.020
H -5.97306 2.30669 3.52588 -0.001 0.041 -0.011
H -5.02897 0.81856 3.61256 0.007 -0.005 0.016
H -4.72076 1.55571 5.98663 -0.013 -0.025 0.007
O 2.90035 4.39629 0.87698 -0.008 -0.049 -0.158
C 2.41908 3.67093 0.01876 0.126 0.076 0.183
O 1.50644 2.78963 0.19676 -0.088 -0.006 -0.022
C 2.90838 3.77552 -1.41050 -0.011 0.057 0.006
C 2.38289 4.73350 -2.26901 -0.013 -0.018 0.027
C 2.82461 4.81486 -3.58120 -0.012 0.036 -0.009
C 3.80011 3.94464 -4.04621 0.021 0.014 -0.021
C 4.32966 2.98947 -3.18984 0.027 -0.026 -0.028
C 3.88431 2.90398 -1.87934 0.012 0.019 0.028
H 1.61306 5.40388 -1.90779 -0.002 0.006 0.006
H 2.39758 5.55601 -4.24605 -0.006 -0.003 -0.008
H 4.13495 4.00088 -5.07501 0.007 0.001 -0.003
H 5.08154 2.29642 -3.54853 0.008 0.000 0.004
H 4.28791 2.15205 -1.21322 0.003 -0.036 0.021
C -0.72844 0.46925 -0.89328 -0.184 0.144 0.288
C -2.07704 0.04365 -0.49345 -0.006 -0.270 0.069
C -2.32059 -0.97130 0.44606 0.094 0.064 0.017
C -3.60067 -1.30531 0.86259 -0.032 0.031 0.008
C -4.70339 -0.65293 0.33316 0.001 0.000 0.006
C -4.49386 0.33942 -0.62046 -0.104 -0.027 0.034
C -3.21719 0.67605 -1.02216 0.068 0.044 -0.037
H -1.47279 -1.49933 0.86721 0.018 0.015 0.019
H -3.73155 -2.07982 1.61147 -0.016 -0.010 0.008
H -5.70416 -0.89203 0.67098 -0.020 -0.010 0.000
H -5.33935 0.88203 -1.02748 -0.010 0.006 -0.011
H -3.07433 1.47611 -1.73855 0.021 0.015 0.004
```
Forces are in eV/Å.

These are the Mulliken partial charges, in e, on atoms 1 to 6: Mn -0.723; C -0.311; C -0.976; C -0.878; C 1.102; N 0.259

---

3.
This record from OMol25 describes one molecule with the formula C4H7NO at a distorted geometry. The level of theory is ωB97M-V/def2-TZVPD.

For the gap between HOMO and LUMO, the calculation gives 10.4 eV. As for the SMILES: C1NC[C@H]2O[C@@H]12.

The geometry in XYZ format:
```
13
Properties=species:S:1:pos:R:3:forces:R:3
C 0.21696 0.45618 -1.12306 -0.663 -0.842 -4.735
N 1.25688 0.02911 -0.26213 0.927 1.223 1.030
C 0.56157 -0.92018 0.65764 1.925 -2.078 -1.840
C -0.81466 -0.33447 0.86729 1.300 -0.590 5.086
O -0.56968 1.11394 0.88112 -0.217 2.812 5.197
C -0.95905 0.58024 -0.21681 -5.054 -0.882 -6.019
H 0.55443 1.33866 -1.71204 -0.633 -0.060 0.785
H -0.06618 -0.27696 -2.04208 0.809 0.971 2.224
H 1.50046 0.97841 0.28567 -0.550 -3.243 -1.146
H 1.40746 -1.07029 1.34538 -1.323 -0.283 1.046
H 0.38528 -1.96132 0.09731 0.628 2.071 0.989
H -1.42871 -0.62646 1.86913 0.844 0.451 -3.321
H -2.04475 0.69314 -0.64742 2.007 0.450 0.703
```
Forces are in eV/Å.

These are the Mulliken partial charges, in e, on atoms 1 to 6: C -0.689; N -0.524; C -0.455; C -0.235; O -0.478; C 0.303

---

4.
This record from OMol25 describes a 2-piece molecular cluster, C4H12 overall at a distorted geometry. The level of theory is ωB97M-V/def2-TZVPD.

For the gap between HOMO and LUMO, the calculation gives 12.5 eV. As for the SMILES: CC.CC.

The geometry in XYZ format:
```
16
Properties=species:S:1:pos:R:3:forces:R:3
C -1.22068 -0.85346 1.76405 -0.487 0.415 -0.193
C -1.99574 0.13970 0.91071 -0.998 0.697 -0.076
H -1.78952 -1.77623 1.78300 0.018 -0.254 0.180
H -0.23843 -1.07620 1.35820 0.125 0.033 0.182
H -1.17557 -0.46706 2.77380 0.461 -0.133 0.282
H -1.47518 1.02121 0.54079 0.740 -0.376 -0.311
H -2.77276 0.68341 1.48405 -0.048 -0.854 -0.035
H -2.48052 -0.38745 0.07749 0.116 0.433 0.066
C 1.75986 0.76315 -1.99323 -0.086 -1.068 0.443
C 1.46927 -0.04635 -0.72948 -0.573 -1.380 0.389
H 2.62250 0.37755 -2.53828 -0.003 -0.266 0.101
H 0.90670 0.69351 -2.67312 0.149 0.674 0.060
H 2.07763 1.73859 -1.65898 -0.543 0.673 -0.403
H 2.08105 0.24327 0.09618 0.865 0.101 0.447
H 1.49711 -1.14440 -0.79804 0.839 0.159 -0.566
H 0.48370 -0.03512 -0.27430 -0.574 1.146 -0.568
```
Forces are in eV/Å.

These are the Mulliken partial charges, in e, on atoms 1 to 6: C -0.643; C -0.945; H 0.245; H 0.218; H 0.245; H 0.286

---

5.
This record from OMol25 describes a 2-piece molecular cluster, C10H13PS overall at a distorted geometry. The level of theory is ωB97M-V/def2-TZVPD.

For the gap between HOMO and LUMO, the calculation gives 9.1 eV. As for the SMILES: C=Cc1ccccc1.C=CSP.

The geometry in XYZ format:
```
25
Properties=species:S:1:pos:R:3:forces:R:3
C 3.05512 2.10575 0.03696 -1.818 -1.211 -0.674
C 2.36041 1.17302 -0.64459 1.387 0.385 1.447
C 1.50518 0.13352 -0.10801 -1.109 -2.516 0.767
C 1.23664 0.00197 1.23723 -0.943 0.295 1.250
C 0.49205 -1.07106 1.74660 -0.772 -0.849 0.814
C -0.01848 -2.08287 0.93312 0.265 0.325 -0.026
C 0.25591 -2.02459 -0.42921 0.962 0.591 0.056
C 1.09221 -0.97998 -0.90791 -1.247 0.779 2.425
H 3.85232 2.71974 -0.24799 0.935 0.539 -1.307
H 2.76226 2.35320 1.01053 -0.474 0.012 1.565
H 2.63037 0.84131 -1.58741 0.865 0.305 -2.218
H 1.53785 0.84507 1.84842 -0.002 -0.338 0.498
H 0.14342 -1.29497 2.78603 0.996 1.292 -0.553
H -0.62523 -2.87809 1.42398 0.501 0.651 -0.788
H -0.17427 -2.80849 -1.03897 0.337 0.196 -0.452
H 1.38760 -0.82223 -1.87525 0.297 -0.522 -2.738
C -3.07480 -1.66762 -0.99530 -1.224 0.837 3.827
C -2.58407 -0.47214 -0.74294 -1.600 -1.324 3.558
S -2.54215 0.53495 0.74271 -0.859 -1.750 -0.020
P -1.45525 2.08672 -0.02155 1.253 0.166 -0.815
H -3.00581 -2.00878 -1.94403 0.139 -1.279 -2.776
H -3.65942 -2.20342 -0.23643 0.416 -0.086 -0.425
H -2.16981 -0.00103 -1.49226 2.383 2.539 -3.806
H -0.57950 2.33094 1.04955 0.299 -0.254 0.129
H -2.27157 3.05853 0.44600 -0.988 1.217 0.263
```
Forces are in eV/Å.

These are the Mulliken partial charges, in e, on atoms 1 to 6: C -0.972; C -0.410; C 1.263; C -0.113; C -0.631; C -0.394

---

6.
This record from OMol25 describes one molecule with the formula C4H4O3S at a distorted geometry. The level of theory is ωB97M-V/def2-TZVPD.

For the gap between HOMO and LUMO, the calculation gives 9.6 eV. As for the SMILES: O=C(O)/C=C\C(=O)S.

The geometry in XYZ format:
```
12
Properties=species:S:1:pos:R:3:forces:R:3
O -3.11605 -0.13584 0.10006 2.175 0.764 -0.742
C -1.96799 0.26953 -0.08657 -1.522 -0.388 0.870
O -1.66243 1.55342 -0.17265 -1.180 -0.351 -0.084
C -0.86224 -0.76257 -0.08307 -0.145 -1.037 0.172
C 0.45413 -0.71524 0.17399 -0.209 1.917 -0.363
C 1.28873 0.56306 0.11918 -0.994 0.164 0.290
O 0.95374 1.74741 0.17543 0.030 -1.683 0.004
S 2.95950 0.17993 -0.08049 1.530 1.107 -0.105
H -0.72565 1.68181 0.01024 1.039 0.420 -0.083
H -1.36878 -1.72405 -0.20913 0.480 0.057 0.253
H 1.14631 -1.53742 0.33386 -1.008 -0.436 -0.188
H 2.90073 -1.12004 -0.28083 -0.195 -0.535 -0.024
```
Forces are in eV/Å.

These are the Mulliken partial charges, in e, on atoms 1 to 6: O -0.532; C 0.521; O -0.479; C -0.344; C -0.469; C 0.993

---

Calculated total energy in hartree, matching the order above: -691.928827 -6005.820217 -286.475657 -159.565980 -1128.271105 -778.707350
Energy above the lowest of the compared OMol25 structures with the same formula, charge and spin in kcal/mol, matching the order above: 73.5 0.0 97.9 11.9 45.2 23.2